{
  "formula": "C4H8ClOP",
  "method": "ωB97M-V/def2-TZVPD",
  "lumo_energy_ev": 0.70,
  "relative_energy_ev": 2.024,
  "smiles": "C/C(=C/O)P(C)Cl",
  "orbital_gap_ha": 0.351,
  "species": ["C", "C", "C", "O", "P", "C", "Cl", "H", "H", "H", "H", "H", "H", "H", "H"],
  "positions_angstrom": [[0.61, 1.60, -1.18], [0.03, 0.63, -0.30], [-0.91, 1.01, 0.59], [-1.64, 0.15, 1.46], [1.09, -0.91, -0.50], [0.54, -2.02, 0.84], [0.11, -1.70, -2.09], [0.03, 2.57, -1.24], [1.62, 1.77, -0.89], [0.54, 1.19, -2.17], [-1.18, 2.09, 0.67], [-2.49, 0.46, 1.54], [0.61, -1.43, 1.75], [-0.43, -2.61, 0.59], [1.45, -2.79, 0.93]]
}